(1)
Below is a cluster of 3 separate species, C19H43N5O4PS in total, with properties calculated with ωB97M-V/def2-TZVPD.

Cartesian coordinates (Å):
C  -2.376  -3.877  -0.537
C  -1.446  -3.103  0.360
O  -1.821  -2.165  1.022
N  -0.093  -3.599  0.427
C  0.382  -3.626  1.815
C  0.839  -2.800  -0.383
C  0.294  -2.442  -1.755
C  1.365  -2.019  -2.771
C  1.311  -0.570  -3.294
C  1.013  0.478  -2.286
N  1.945  1.193  -1.656
C  1.261  2.034  -0.864
N  1.826  2.917  -0.041
P  3.570  3.137  0.171
C  4.037  1.466  0.777
O  3.278  3.951  1.581
N  -0.068  1.858  -0.987
C  -1.218  2.472  -0.346
C  -1.911  1.533  0.640
C  -1.133  1.388  1.948
S  0.335  0.324  1.765
N  -0.209  0.858  -1.912
H  -2.230  -3.589  -1.579
H  -3.404  -3.665  -0.253
H  -2.171  -4.942  -0.466
H  1.362  -4.101  1.822
H  0.454  -2.625  2.249
H  -0.292  -4.224  2.426
H  1.762  -3.374  -0.499
H  1.096  -1.880  0.162
H  -0.222  -3.318  -2.150
H  -0.445  -1.649  -1.647
H  2.361  -2.212  -2.368
H  1.280  -2.646  -3.658
H  0.607  -0.487  -4.120
H  2.296  -0.302  -3.678
H  1.235  3.550  0.474
H  4.510  1.558  1.756
H  4.740  1.025  0.070
H  3.181  0.800  0.864
H  4.049  3.962  2.158
H  -1.886  2.832  -1.129
H  -0.850  3.346  0.189
H  -2.076  0.557  0.176
H  -2.892  1.954  0.864
H  -0.792  2.372  2.269
H  -1.778  0.989  2.727
H  1.165  1.031  2.547
H  -1.109  0.514  -2.249
C  -3.701  -0.564  -4.997
C  -2.221  -0.821  -4.791
C  -1.778  -2.158  -5.357
O  -1.885  -0.745  -3.389
H  -4.291  -1.341  -4.503
H  -3.991  0.401  -4.584
H  -3.951  -0.576  -6.058
H  -1.642  -0.016  -5.250
H  -2.320  -2.972  -4.869
H  -0.710  -2.316  -5.200
H  -1.980  -2.213  -6.426
H  -2.381  -1.436  -2.932
C  1.427  3.525  6.178
C  0.853  2.606  5.115
C  -0.264  1.729  5.657
O  1.881  1.804  4.523
H  1.849  2.935  6.996
H  2.219  4.147  5.762
H  0.656  4.174  6.595
H  0.475  3.210  4.285
H  0.115  1.095  6.462
H  -0.659  1.077  4.878
H  -1.079  2.332  6.060
H  2.249  1.241  5.214

Properties
- molecular weight (g mol⁻¹) = 468.63
- charge = +1
- HOMO energy (eV) = -11.23
- energy (eV) = -56160.6200
- Kohn-Sham gap (eV) = 9.2
- LUMO (eV) = -2.02

(2)
Below is a cluster of 10 separate species, C35H80Cl15N5O10 in total at a distorted geometry, with properties calculated with ωB97M-V/def2-TZVPD.

Cartesian coordinates (Å):
C  -21.695  3.925  -16.436
Cl  -20.405  2.692  -16.119
Cl  -23.094  3.732  -15.324
Cl  -22.208  3.891  -18.182
H  -21.376  4.958  -16.299
C  -21.231  12.881  -12.732
Cl  -22.477  13.633  -13.636
Cl  -19.817  13.908  -12.476
Cl  -20.611  11.359  -13.533
H  -21.597  12.698  -11.722
C  -22.407  14.503  -9.250
Cl  -21.557  16.050  -9.534
Cl  -21.466  12.984  -9.311
Cl  -23.972  14.266  -10.084
H  -22.658  14.628  -8.196
C  -29.080  7.603  -16.372
Cl  -28.822  6.617  -17.801
Cl  -27.650  7.582  -15.333
Cl  -30.480  7.253  -15.329
H  -29.154  8.617  -16.765
C  -20.123  8.966  -17.542
Cl  -18.758  10.002  -18.069
Cl  -19.642  7.302  -17.503
Cl  -21.590  9.050  -18.645
H  -20.460  9.364  -16.586
C  -23.433  1.391  -13.187
O  -22.101  1.943  -13.059
C  -22.032  2.616  -11.817
C  -20.547  3.120  -11.517
N  -20.029  3.747  -12.708
C  -18.589  4.120  -12.676
C  -17.972  4.156  -14.081
O  -17.343  2.949  -14.311
C  -16.698  2.872  -15.562
H  -23.401  0.692  -12.350
H  -23.484  0.697  -14.026
H  -24.277  2.078  -13.142
H  -22.200  2.019  -10.921
H  -22.793  3.395  -11.779
H  -19.933  2.300  -11.145
H  -20.441  3.866  -10.729
H  -20.156  2.911  -13.260
H  -18.168  3.380  -11.994
H  -18.322  5.038  -12.154
H  -17.254  4.973  -14.153
H  -18.775  4.433  -14.764
H  -16.304  3.799  -15.980
H  -17.418  2.547  -16.312
H  -15.811  2.239  -15.554
C  -22.493  7.282  -10.459
O  -22.006  8.576  -10.553
C  -22.984  9.565  -10.124
C  -24.133  9.932  -11.170
N  -23.498  10.309  -12.471
C  -24.267  10.050  -13.678
C  -24.446  8.515  -13.928
O  -23.311  7.692  -14.106
C  -22.961  7.783  -15.421
H  -22.487  7.143  -9.378
H  -21.755  6.561  -10.809
H  -23.367  6.947  -11.018
H  -22.446  10.427  -9.731
H  -23.492  9.200  -9.231
H  -24.663  10.857  -10.941
H  -24.933  9.191  -11.205
H  -22.546  10.015  -12.308
H  -23.774  10.469  -14.556
H  -25.240  10.542  -13.664
H  -25.224  8.374  -14.678
H  -24.937  8.182  -13.013
H  -22.589  8.763  -15.720
H  -23.751  7.400  -16.067
H  -22.124  7.095  -15.537
C  -24.800  4.220  -5.173
O  -24.419  5.168  -6.169
C  -25.293  6.370  -6.212
C  -24.870  7.300  -7.402
N  -25.627  7.051  -8.631
C  -25.492  5.765  -9.383
C  -26.266  5.576  -10.673
O  -27.636  5.657  -10.547
C  -28.302  4.473  -10.210
H  -24.693  4.557  -4.142
H  -24.336  3.241  -5.290
H  -25.874  4.032  -5.182
H  -25.320  6.799  -5.210
H  -26.283  6.024  -6.510
H  -23.803  7.233  -7.614
H  -25.032  8.353  -7.173
H  -26.623  7.176  -8.522
H  -25.682  4.950  -8.684
H  -24.450  5.527  -9.598
H  -26.087  4.648  -11.216
H  -26.099  6.526  -11.181
H  -29.381  4.491  -10.362
H  -28.143  4.494  -9.132
H  -27.712  3.611  -10.523
C  -32.945  14.351  -10.865
O  -32.912  14.184  -12.253
C  -32.682  12.835  -12.744
C  -31.225  12.341  -12.559
N  -31.152  10.933  -12.559
C  -30.083  10.444  -13.377
C  -28.617  10.760  -12.958
O  -28.324  9.984  -11.709
C  -27.918  8.674  -11.955
H  -32.035  13.951  -10.420
H  -33.697  13.698  -10.422
H  -33.165  15.377  -10.568
H  -32.983  12.813  -13.792
H  -33.415  12.190  -12.261
H  -30.872  12.874  -11.676
H  -30.614  12.718  -13.378
H  -30.897  10.582  -11.647
H  -30.154  10.803  -14.403
H  -30.271  9.387  -13.191
H  -28.328  11.769  -12.665
H  -27.819  10.495  -13.652
H  -27.847  8.205  -10.974
H  -27.025  8.647  -12.579
H  -28.749  8.124  -12.398
C  -18.109  2.138  -8.151
O  -18.737  3.137  -7.455
C  -19.698  3.941  -8.057
C  -20.301  4.789  -6.988
N  -19.644  6.112  -7.102
C  -19.573  6.786  -5.814
C  -20.932  7.429  -5.436
O  -21.637  8.024  -6.605
C  -21.331  9.374  -6.993
H  -18.775  1.450  -8.672
H  -17.703  1.620  -7.282
H  -17.398  2.584  -8.847
H  -20.499  3.362  -8.516
H  -19.184  4.472  -8.858
H  -20.023  4.277  -6.066
H  -21.389  4.851  -6.977
H  -20.179  6.658  -7.762
H  -18.914  7.651  -5.882
H  -19.135  6.097  -5.092
H  -20.615  8.059  -4.605
H  -21.555  6.596  -5.109
H  -21.856  9.514  -7.937
H  -20.280  9.665  -6.990
H  -21.884  9.903  -6.217

Properties
- multiplicity = 2
- molecular weight (g mol⁻¹) = 1262.84
- charge = +1
- HOMO energy (spin up / spin down) (eV) = -10.03 / -10.03
- energy (eV) = -253333.2546
- Kohn-Sham gap (spin up / spin down) (eV) = 7.8 / 2.4
- LUMO (spin up / spin down) (eV) = -2.24 / -7.60

(3)
Below is an isolated molecule of C4H8N2S at a distorted geometry, with properties calculated with ωB97M-V/def2-TZVPD.

Cartesian coordinates (Å):
S  1.734  -0.884  0.162
N  1.722  0.852  -0.016
C  0.523  1.381  -0.106
C  -0.757  0.835  -0.220
C  -1.559  0.234  0.970
C  -2.023  -0.892  -0.004
N  -0.968  -0.321  -0.880
H  0.626  -0.982  -0.947
H  0.522  2.534  0.090
H  -1.395  1.403  -0.940
H  -0.904  0.010  1.882
H  -2.399  0.874  1.508
H  -2.186  -1.890  0.469
H  -2.971  -0.584  -0.342
H  -1.417  -0.280  -1.872

Properties
- energy above the lowest of the compared OMol25 structures with the same formula, charge and spin (eV) = 5.4985
- molecular weight (g mol⁻¹) = 116.19
- structure (SMILES) = S/N=C\[C@@H]1CCN1
- charge = 0
- HOMO energy (eV) = -7.93
- energy (eV) = -18088.2439
- Kohn-Sham gap (eV) = 8.4
- LUMO (eV) = 0.51

(4)
Below is a structure of composition C17H14N4O5S at a distorted geometry, with properties calculated with ωB97M-V/def2-TZVPD.

Cartesian coordinates (Å):
C  2.652  4.735  -2.425
N  2.622  3.307  -1.899
N  1.510  2.656  -1.614
C  1.470  1.583  -1.228
C  2.589  0.845  -1.080
C  2.683  -0.305  -0.302
C  3.872  -0.832  0.036
C  5.131  -0.547  -0.381
C  5.198  0.733  -0.944
C  3.891  1.460  -1.176
C  4.160  2.711  -1.644
O  5.151  3.325  -2.102
H  5.949  1.308  -1.271
H  6.052  -1.023  0.020
H  3.855  -2.100  0.367
H  1.786  -0.745  0.033
C  0.037  1.172  -1.036
O  -0.704  1.656  -0.315
O  -0.022  -0.242  -1.645
C  -1.197  -0.670  -1.390
C  -1.317  -1.254  -0.139
O  -0.236  -1.316  0.782
N  -2.546  -1.472  0.475
C  -2.800  -1.772  1.781
C  -4.042  -2.379  2.048
C  -4.141  -2.624  3.526
C  -2.933  -2.545  3.858
S  -1.567  -2.330  2.859
H  -2.458  -2.832  4.966
H  -4.996  -2.762  4.134
C  -5.268  -2.005  1.322
O  -5.222  -1.583  0.006
N  -6.530  -2.153  1.910
H  -6.683  -2.329  2.727
H  -7.364  -1.911  1.263
H  -3.396  -1.408  -0.018
H  -1.275  -1.708  -2.297
H  -2.062  0.115  -1.506
H  3.190  4.700  -3.470
H  3.420  5.426  -1.774
H  1.538  5.112  -2.456

Properties
- energy above the lowest of the compared OMol25 structures with the same formula, charge and spin (eV) = 1.0599
- molecular weight (g mol⁻¹) = 386.39
- charge = 0
- HOMO energy (eV) = -8.63
- energy (eV) = -44877.9739
- Kohn-Sham gap (eV) = 8.0
- LUMO (eV) = -0.58